DFT (wB97M-V/def2-TZVPD) results for an isolated ion of composition C6H11N2O4S2 and charge -1 at a distorted geometry.

Its structure (SMILES) is [H]/N=C(/C(O)(O)CS)[C@](N)(CS)C(=O)[O-]. The maximum force comes out at 0.1104 hartree/bohr. The calculation puts the LUMO energy at 0.1046 Eh. The calculation puts the frontier orbital gap at 0.2944 Eh. Its energy above the lowest of the compared OMol25 structures with the same formula, charge and spin is 11.1 kcal/mol. As for the net charge: -1.

Bonds (Å) are listed after each position.
Cartesian coordinates (Å):
1 H 2.0859 -0.8185 -0.7783  N2 1.027
2 N 1.3384 -0.3861 -1.3348  H1 1.027, C3 1.256
3 C 0.4768 0.0504 -0.5326  N2 1.256, C4 1.577, C9 1.437
4 C -0.7111 0.6867 -1.3508  C3 1.577, O5 1.431, O6 1.458, C7 1.550
5 O -0.2705 1.2792 -2.5763  C4 1.431, H16 0.967
6 O -1.4246 1.7440 -0.6452  C4 1.458, H17 1.021
7 C -1.7034 -0.3740 -1.8914  C4 1.550, S8 1.814, H18 1.196, H19 1.015
8 S -2.8064 -1.2562 -0.7524  C7 1.814, H20 1.304
9 C 0.4165 -0.2005 0.8813  C3 1.437, N10 1.469, C11 1.509, C13 1.676
10 N -0.7966 0.3030 1.5392  C9 1.469, H21 0.965, H22 1.062
11 C 1.6680 0.3159 1.5487  C9 1.509, S12 1.890, H23 1.136, H24 1.120
12 S 2.0726 2.1587 1.6597  C11 1.890, H25 1.473
13 C 0.4312 -1.8712 1.0140  C9 1.676, O14 1.221, O15 1.227
14 O 1.4801 -2.4042 0.6874  C13 1.221
15 O -0.6247 -2.3011 1.4685  C13 1.227
16 H 0.3687 1.9994 -2.4922  O5 0.967
17 H -1.4935 1.3041 0.2738  O6 1.021
18 H -1.0411 -1.2713 -2.3230  C7 1.196
19 H -2.1511 0.1134 -2.6612  C7 1.015
20 H -1.9338 -1.5835 0.1589  S8 1.304
21 H -0.5508 0.4381 2.4625  N10 0.965
22 H -1.5027 -0.4760 1.6884  N10 1.062
23 H 1.7030 0.1199 2.6668  C11 1.136
24 H 2.5498 -0.1129 1.0081  C11 1.120
25 H 2.4194 2.5427 0.2809  S12 1.473